No. 1
{
  "formula": "C3H9N",
  "method": "the ωB97M-V functional and the def2-TZVPD basis",
  "elements": ["C", "C", "N", "C", "H", "H", "H", "H", "H", "H", "H", "H", "H"],
  "xyz": [[-0.355182, 1.481120, -0.917776], [0.115996, 0.010596, -0.788031], [-0.434887, -0.638811, 0.366279], [0.370422, -1.111187, 1.463414], [-0.564646, 1.728328, -1.954808], [0.397169, 2.153863, -0.544198], [-1.302595, 1.667199, -0.409286], [1.196895, 0.059926, -0.688062], [-0.022634, -0.592083, -1.676593], [-1.271711, -1.196252, 0.173778], [-0.279119, -1.543751, 2.214333], [1.146846, -1.731235, 0.988798], [1.003450, -0.287718, 1.772149]],
  "forces_ev_per_angstrom": [[-0.960, -0.101, -0.369], [1.104, 0.933, 0.128], [0.192, -1.374, -0.669], [-0.038, 0.932, -0.953], [0.241, -0.126, -0.143], [0.187, 0.168, 0.239], [0.122, -0.093, 0.179], [0.161, -0.166, 0.374], [-0.780, -0.148, -0.169], [-0.212, 0.505, 0.297], [0.466, -0.230, 0.170], [-0.341, -0.719, 0.255], [-0.141, 0.419, 0.661]],
  "mulliken_spin": [0.08, 0.01, 0.80, 0.03, 0.00, 0.00, 0.00, 0.00, 0.02, -0.03, 0.00, 0.06, 0.03],
  "e_lumo_ev": [-3.34, -7.87],
  "gap_ev": [13.374, 9.523],
  "e_homo_ev": [-16.72, -17.39],
  "spin_multiplicity": 2,
  "total_charge": 1
}

***

No. 2
{
  "formula": "C14H45N3O7",
  "method": "the ωB97M-V functional and the def2-TZVPD basis",
  "elements": ["C", "O", "C", "C", "C", "N", "H", "H", "H", "H", "H", "H", "H", "H", "H", "H", "H", "C", "O", "C", "C", "C", "N", "H", "H", "H", "H", "H", "H", "H", "H", "H", "H", "H", "C", "O", "C", "C", "C", "N", "H", "H", "H", "H", "H", "H", "H", "H", "H", "H", "H", "C", "C", "O", "H", "H", "H", "H", "H", "H", "O", "H", "H", "O", "H", "H", "O", "H", "H"],
  "xyz": [[-11.045582, -6.375999, 5.742333], [-10.957370, -5.015090, 6.200599], [-11.706449, -4.632772, 7.313609], [-11.699277, -3.065457, 7.429774], [-12.179689, -2.576397, 8.800108], [-12.642707, -2.558078, 6.389020], [-11.151118, -6.148570, 4.682950], [-11.898693, -6.952621, 6.108012], [-10.145491, -6.924955, 6.019547], [-12.763994, -4.925745, 7.310866], [-11.288437, -5.030127, 8.249921], [-10.712881, -2.702800, 7.145325], [-13.256467, -2.743874, 8.888069], [-11.946844, -1.520590, 8.928977], [-11.767047, -3.088048, 9.671695], [-12.485527, -3.152086, 5.576647], [-13.560110, -2.815056, 6.737669], [-16.452612, -6.087894, 0.223803], [-17.862784, -5.960330, 0.368788], [-18.270071, -5.582084, 1.684411], [-18.126843, -6.714705, 2.699338], [-18.973413, -7.908399, 2.238043], [-18.526507, -6.154883, 4.011842], [-15.998331, -6.870979, 0.837530], [-15.996171, -5.116826, 0.402354], [-16.326880, -6.397350, -0.813163], [-17.792031, -4.675097, 2.065710], [-19.304456, -5.229460, 1.638415], [-17.064546, -6.937452, 2.813107], [-18.902164, -8.712426, 2.969090], [-18.554242, -8.244465, 1.288000], [-19.976495, -7.560976, 1.993503], [-19.536382, -6.128012, 4.132026], [-18.249435, -6.873141, 4.680348], [-19.889305, -0.714407, 9.383523], [-18.571528, -1.086790, 8.991372], [-17.963779, -0.265057, 7.969350], [-16.525382, -0.566533, 7.844456], [-16.225765, -1.957405, 7.208365], [-15.792175, -0.431217, 9.126499], [-19.870109, 0.263055, 9.871622], [-20.217756, -1.531250, 10.018312], [-20.463060, -0.651285, 8.453026], [-18.547218, -0.309547, 7.041724], [-18.199137, 0.757980, 8.290402], [-16.156149, 0.198710, 7.152520], [-16.202615, -2.652720, 8.046908], [-15.244692, -2.021283, 6.738049], [-16.900331, -2.159168, 6.381376], [-14.949566, -0.976341, 8.940536], [-16.253169, -1.094732, 9.753075], [-15.286409, -3.274681, 3.288686], [-14.733801, -4.449359, 4.053987], [-13.450563, -4.798677, 3.543540], [-15.579806, -3.470113, 2.265230], [-14.592205, -2.426858, 3.288786], [-16.085719, -2.808782, 3.872437], [-15.485636, -5.235993, 3.968907], [-14.531598, -4.249181, 5.108777], [-13.117097, -5.655691, 3.827280], [-17.449336, -4.484288, 5.887292], [-17.696421, -5.030920, 5.083422], [-18.032176, -3.721592, 5.851446], [-14.922027, -7.426679, 5.016478], [-15.437295, -8.202930, 4.762124], [-15.181304, -7.252107, 5.929778], [-12.904545, -7.978808, 3.154065], [-13.579276, -7.845936, 3.837776], [-13.280338, -7.584158, 2.359331]],
  "forces_ev_per_angstrom": [[-0.062, 1.260, -0.177], [-0.435, -0.154, 0.337], [0.518, 1.115, 1.623], [-0.926, -1.087, -0.787], [0.206, -0.147, -0.062], [0.531, -0.122, 0.520], [0.265, -1.199, -0.253], [-0.227, 0.362, 0.089], [0.108, 0.044, -0.268], [-0.041, -0.282, -0.435], [0.183, -0.261, -0.059], [0.160, -0.027, 0.329], [-0.091, 0.212, -0.117], [-0.261, 0.077, -0.093], [0.378, -0.186, -0.270], [-0.048, 0.257, -0.239], [-0.112, 0.047, -0.194], [-0.643, 0.007, -0.537], [-0.147, 0.112, 0.902], [0.054, 0.252, -0.220], [-0.913, 0.852, -0.204], [1.204, 0.436, -0.252], [0.196, -1.171, 0.103], [-0.121, 0.110, 0.267], [0.374, -0.013, 0.046], [0.250, 0.195, -0.005], [0.772, -0.100, -0.179], [-0.252, -0.561, -0.286], [-0.018, -0.304, -0.121], [-0.458, -0.095, -0.061], [-0.024, -0.233, 0.053], [-0.208, -0.232, 0.439], [-0.047, 0.173, -0.356], [-0.054, 0.198, 0.219], [1.229, -0.118, -1.207], [0.663, -0.382, -0.311], [-2.569, 0.522, 1.649], [1.436, -0.343, -0.893], [-0.011, 0.992, 0.262], [-0.222, -0.870, -0.389], [-0.208, -0.057, 0.216], [-0.341, 0.258, 0.132], [-0.572, 0.020, 0.294], [0.310, -0.652, -0.305], [0.795, 0.312, 0.071], [0.176, 0.040, 0.098], [-0.615, -0.582, -0.445], [0.115, 0.513, 0.179], [-0.306, -0.400, 0.366], [0.427, 0.616, 0.127], [-0.339, 0.431, 0.202], [0.554, 1.519, 1.026], [0.369, -0.281, 0.074], [0.173, 0.132, -1.063], [-0.117, -0.264, -0.068], [0.432, -0.329, -0.299], [-0.505, -0.544, -0.234], [0.318, -0.378, 0.148], [-0.843, 0.326, 0.122], [-0.411, -0.080, 0.230], [-0.008, -0.634, -0.645], [0.045, 0.805, 0.771], [-0.044, -0.043, 0.054], [-0.393, -0.334, 0.120], [0.031, 0.036, 0.082], [0.117, 0.135, -0.056], [-0.114, 0.052, -0.033], [0.222, 0.041, -0.040], [0.092, 0.005, 0.017]],
  "mulliken_charge": [-0.62, -0.34, -0.49, 0.19, -1.27, -0.62, 0.21, 0.23, 0.34, 0.27, 0.39, 0.44, 0.20, 0.32, 0.42, 0.32, -0.25, -0.54, -0.40, -0.73, 0.63, -1.56, -0.60, 0.21, 0.25, 0.28, 0.23, 0.45, -0.08, 0.44, 0.34, 0.38, 0.24, 0.32, -0.76, -0.32, -0.99, 0.48, -0.68, -0.80, 0.30, 0.22, 0.31, 0.41, 0.52, 0.30, 0.39, 0.25, -0.03, 0.24, 0.33, -1.29, 1.51, -0.65, 0.16, 0.42, 0.26, -0.44, -0.06, 0.15, -0.59, 0.47, 0.33, -0.61, 0.26, 0.27, -0.62, 0.35, 0.32],
  "e_lumo_ev": -0.14,
  "gap_ev": 8.840,
  "e_homo_ev": -8.98,
  "spin_multiplicity": 1,
  "total_charge": 0
}

***

No. 3
{
  "formula": "C6H6ClN4O",
  "method": "the ωB97M-V functional and the def2-TZVPD basis",
  "elements": ["C", "C", "C", "C", "C", "C", "N", "N", "N", "N", "O", "Cl", "H", "H", "H", "H", "H", "H"],
  "xyz": [[-0.585815, 1.991906, -0.362591], [4.022162, -0.051651, 0.661025], [-0.634087, 0.607108, -0.128994], [0.734226, 2.677127, -0.094855], [1.632263, 0.508360, 0.266672], [-1.989179, -0.179737, -0.247768], [0.397904, -0.081967, 0.064628], [2.695390, -0.304257, 0.515293], [1.718384, 1.849101, 0.224267], [4.756356, -0.275120, -0.355278], [0.579245, 3.868751, -0.195361], [6.321844, -0.252443, -0.431329], [-1.444160, 2.681236, -0.456757], [4.294455, 0.493897, 1.654911], [-2.806291, 0.385119, 0.149127], [-1.819338, -1.122488, 0.286839], [-2.365926, -0.584769, -1.188826], [2.586988, -1.226979, 0.166419]],
  "forces_ev_per_angstrom": [[-0.550, 0.828, 0.673], [3.914, 3.341, 1.444], [-3.495, -0.626, -1.667], [-1.759, 0.572, -0.717], [0.622, 1.148, 0.209], [1.072, -0.591, 0.478], [2.698, -1.799, 0.729], [-3.953, 0.488, -1.089], [1.613, -1.655, 0.487], [-4.328, -0.928, 0.550], [1.042, 0.174, 0.338], [3.240, 0.479, 0.353], [0.543, -0.705, -0.174], [-0.021, -1.206, -1.705], [-0.330, 0.372, 0.558], [-0.180, 0.474, 0.415], [0.795, 0.750, -0.678], [-0.924, -1.116, -0.204]],
  "mulliken_charge": [-0.24, 0.03, 0.87, 0.42, 0.29, -1.23, -0.31, -0.09, -0.22, -0.38, -0.36, 0.05, 0.44, 0.35, 0.39, 0.36, 0.31, 0.32],
  "e_lumo_ev": [-8.62, -7.98],
  "gap_ev": [4.832, 5.465],
  "e_homo_ev": [-13.45, -13.44],
  "spin_multiplicity": 1,
  "total_charge": 1
}

***

No. 4
{
  "formula": "C8H7N3",
  "method": "the ωB97M-V functional and the def2-TZVPD basis",
  "elements": ["C", "C", "C", "C", "C", "N", "C", "C", "N", "N", "C", "H", "H", "H", "H", "H", "H", "H"],
  "xyz": [[-3.081482, -0.201857, 0.041240], [-2.450800, 0.975943, -0.056064], [-1.093564, 0.989778, 0.057126], [-0.299430, -0.158510, -0.023363], [1.133154, -0.224515, 0.020249], [1.863474, -1.338471, -0.016035], [3.194669, -0.903512, -0.007107], [3.226729, 0.493434, -0.026007], [1.915013, 0.915935, -0.018745], [-0.968028, -1.368443, 0.004650], [-2.308716, -1.376069, -0.027692], [-4.039426, -0.530722, 0.035012], [-2.960116, 1.888125, -0.220043], [-0.828867, 1.943671, 0.002518], [3.988957, -1.674678, -0.107192], [4.035969, 1.084596, 0.220315], [1.371076, 1.846464, 0.050770], [-2.698605, -2.361167, 0.070364]],
  "forces_ev_per_angstrom": [[1.691, -3.242, -0.853], [-0.571, -0.126, 0.421], [0.296, -2.638, -0.990], [-3.241, -1.455, 1.087], [2.006, -0.439, -0.630], [0.596, 1.400, 0.150], [-1.388, 0.210, -0.605], [-1.078, -2.073, 0.356], [-2.193, 0.534, 0.524], [0.396, 0.963, -0.780], [2.600, 1.485, 1.328], [-3.446, 0.600, -0.052], [-0.540, 0.834, 0.237], [2.529, 3.837, -0.072], [-0.557, 1.096, 0.333], [1.353, 1.435, -0.088], [2.265, -1.900, -0.170], [-0.719, -0.520, -0.195]],
  "mulliken_charge": [-0.56, -0.67, -0.43, 0.92, 0.01, -0.56, -0.22, -0.51, -0.06, -0.48, -0.12, 0.45, 0.42, 0.31, 0.38, 0.41, 0.27, 0.44],
  "e_lumo_ev": 0.46,
  "gap_ev": 8.739,
  "e_homo_ev": -8.28,
  "spin_multiplicity": 1,
  "total_charge": 0
}

***

| no. | largest force on an atom (Eh/bohr) |
| --- | --- |
| 1 | 0.0299 |
| 2 | 0.0602 |
| 3 | 0.1039 |
| 4 | 0.0894 |